P) ORCA calculation (ωB97M-V/def2-TZVPD) on 2 unconnected molecules or ions with the total composition CH2O3S2.

Its charge is 0. Its molar mass is 126.2 g mol⁻¹. As for the HOMO-LUMO gap: 9.484 eV.

Atoms and positions in Å:
C  -1.64  -0.68  0.02
O  1.86  0.87  -0.66
O  3.11  -0.34  1.10
O  -0.66  -1.12  -0.54
S  -1.96  1.11  0.18
S  2.64  -0.24  -0.21
H  -2.32  -1.18  0.68
H  -1.03  1.58  -0.56

***

Q) ORCA calculation (ωB97M-V/def2-TZVPD) on CH2O3S2 in the gas phase.

Its charge is 0. Its molar mass is 126.2 g mol⁻¹. As for the HOMO-LUMO gap: 9.753 eV.

Atoms and positions in Å:
C  -0.27  0.19  0.53
O  -0.21  -1.46  -2.26
O  0.00  0.60  -0.81
O  -0.79  -1.08  0.37
S  1.27  0.07  1.48
S  -0.92  -0.64  -1.39
H  -0.97  0.94  0.97
H  1.88  1.36  1.11

***

R) ORCA calculation (ωB97M-V/def2-TZVPD) on 2 unconnected molecules or ions with the total composition CH2O3S2.

Its charge is 0. Its molar mass is 126.2 g mol⁻¹. As for the HOMO-LUMO gap: 9.406 eV.

Atoms and positions in Å:
C  0.90  -0.61  0.24
O  -2.50  0.75  -0.82
O  -0.99  0.39  1.03
O  0.35  -1.14  -0.70
S  1.99  0.76  0.05
S  -1.92  -0.14  0.11
H  0.61  -0.95  1.24
H  1.55  0.94  -1.15

***

From most stable to least stable, the computed energies give P), R), Q).